(1)
{
  "formula": "C9H11CaO6",
  "method": "ωB97M-V/def2-TZVPD",
  "homo_energy_ev": -11.018,
  "e_tot_ev": -40226.383,
  "e_above_lowest_kj_mol": 0.0,
  "total_charge": 1,
  "spin_multiplicity": 1,
  "symbols": ["O", "C", "Ca", "O", "C", "C", "O", "C", "O", "C", "O", "H", "C", "C", "O", "C", "C", "H", "H", "H", "H", "H", "H", "H", "H", "H", "H"],
  "xyz": [[1.342, 1.856, -4.484], [1.305, 1.244, -3.509], [0.597, 0.438, -0.504], [-1.808, 1.967, -2.762], [-1.078, 1.566, -1.959], [-1.368, -0.228, 0.930], [-2.179, -0.376, 1.733], [1.494, -1.574, 0.765], [1.788, -2.490, 1.398], [-0.810, -1.947, -1.596], [-1.477, -2.859, -1.825], [2.079, -0.783, -1.469], [-1.021, 3.672, 1.457], [0.413, 3.252, 1.183], [0.755, 1.879, 1.534], [1.268, 1.733, 2.916], [2.757, 1.409, 2.863], [-1.781, 3.143, 0.869], [-1.037, 4.764, 1.279], [-1.288, 3.523, 2.506], [0.690, 3.417, 0.126], [1.052, 3.913, 1.792], [1.119, 2.717, 3.389], [0.600, 1.000, 3.382], [3.281, 2.318, 2.512], [3.177, 1.240, 3.866], [3.022, 0.549, 2.210]],
  "forces_ev_per_a": [[0.08, -2.11, 2.99], [-0.10, 2.22, -2.93], [1.85, -0.76, -0.23], [2.85, -1.55, 3.24], [-3.68, 2.01, -3.68], [-3.27, -0.46, 3.19], [2.74, 0.42, -2.73], [0.29, -2.37, 2.23], [-0.46, 2.37, -2.05], [-2.34, -2.84, -0.65], [2.39, 3.00, 0.68], [-0.31, 0.32, 0.46], [0.09, 0.11, 0.15], [0.36, 0.10, 0.44], [-0.16, 0.37, -0.29], [-0.19, 0.23, -0.70], [0.28, 0.30, 0.04], [0.23, 0.26, -0.12], [-0.37, -0.56, -0.11], [0.15, -0.01, -0.01], [-0.08, -0.16, 0.28], [0.04, -0.21, -0.44], [-0.02, -0.53, 0.11], [0.48, 0.03, 0.09], [-0.17, -0.52, -0.14], [-0.36, -0.18, -0.25], [-0.31, 0.53, 0.44]],
  "mulliken_charge": [-0.142, 0.234, 0.965, -0.067, -0.039, 0.173, -0.127, 0.075, -0.150, 0.294, -0.152, -0.120, -1.095, -0.441, -0.353, -0.458, -0.996, 0.268, 0.406, 0.304, 0.405, 0.406, 0.415, 0.309, 0.280, 0.385, 0.222]
}

(2)
{
  "formula": "C9H11Cl2NS",
  "method": "ωB97M-V/def2-TZVPD",
  "homo_energy_ev": -9.162,
  "e_tot_ev": -46878.710,
  "e_above_lowest_kj_mol": 54.6,
  "smiles": "CC[C@H](c1ccc(Cl)cc1)N(S)Cl",
  "spin_multiplicity": 1,
  "symbols": ["C", "C", "C", "C", "C", "C", "C", "Cl", "C", "C", "N", "S", "Cl", "H", "H", "H", "H", "H", "H", "H", "H", "H", "H", "H"],
  "xyz": [[-1.414, -2.415, 0.267], [-1.968, -0.935, 0.313], [-1.197, 0.089, -0.448], [0.342, 0.177, -0.354], [1.116, 0.551, -1.446], [2.487, 0.618, -1.325], [3.108, 0.419, -0.137], [4.789, 0.622, 0.027], [2.362, 0.255, 1.027], [0.984, 0.021, 0.888], [-1.605, 1.636, -0.297], [-1.581, 1.993, 1.386], [-3.328, 1.740, -0.801], [-0.477, -2.387, 0.679], [-2.019, -3.198, 0.619], [-1.294, -2.558, -0.860], [-2.944, -0.854, -0.034], [-1.986, -0.489, 1.282], [-1.316, 0.005, -1.457], [0.511, 0.740, -2.251], [3.011, 0.856, -2.138], [2.742, 0.250, 1.951], [0.336, -0.238, 1.814], [-0.658, 3.103, 1.295]],
  "forces_ev_per_a": [[-1.19, 2.89, -3.86], [1.18, -0.54, 1.08], [2.51, 2.31, 0.01], [-0.14, -0.41, 1.96], [-0.31, -1.04, 2.81], [-2.18, -0.51, 0.88], [-0.57, 0.53, 1.84], [1.03, 0.03, -0.12], [-2.80, -0.89, -3.46], [-0.77, -0.10, 1.13], [-0.70, -2.33, 0.60], [1.46, 2.25, 0.31], [0.40, 0.06, -0.23], [2.35, -0.41, 1.12], [-0.99, -0.60, 0.77], [0.08, -0.33, 1.36], [-1.91, -0.24, -0.67], [-0.16, -0.43, 1.43], [-0.89, -0.58, -2.90], [-0.49, 0.63, -2.66], [2.27, 0.87, -3.09], [1.83, -0.15, 3.24], [1.36, 0.56, -1.65], [-1.36, -1.57, 0.10]],
  "mulliken_charge": [-1.221, -0.713, -0.727, 0.584, -0.663, -0.825, 0.324, -0.203, -0.921, 0.129, -0.221, -0.137, -0.122, 0.347, 0.406, 0.265, 0.565, 0.347, 0.791, 0.500, 0.572, 0.560, 0.177, 0.187]
}

(3)
{
  "formula": "C9H11ClO2S2",
  "method": "ωB97M-V/def2-TZVPD",
  "homo_energy_ev": [-8.450, -8.451],
  "e_tot_ev": -47794.643,
  "e_above_lowest_kj_mol": 12.6,
  "spin_multiplicity": 1,
  "symbols": ["C", "C", "C", "C", "C", "C", "C", "C", "C", "O", "O", "S", "S", "Cl", "H", "H", "H", "H", "H", "H", "H", "H", "H", "H", "H"],
  "xyz": [[-1.660, 0.615, -3.093], [-0.959, -0.512, -2.974], [-1.746, 1.604, -2.059], [-0.200, -0.838, -1.794], [-0.898, 1.468, -0.983], [0.007, 0.405, -0.943], [1.782, -2.238, 0.495], [1.751, 0.765, 2.455], [1.083, 0.332, -0.073], [3.572, -0.368, 0.227], [0.465, 2.712, 1.242], [2.420, -0.867, -0.469], [1.588, 1.869, 0.881], [-1.290, -1.899, -0.661], [-2.494, 0.662, -3.869], [-1.118, -1.273, -3.695], [-2.435, 2.530, -2.139], [0.638, -1.461, -1.871], [-0.986, 2.227, -0.172], [2.229, -2.087, 1.467], [2.060, -3.160, 0.038], [0.740, -2.100, 0.407], [0.596, 0.636, 2.612], [2.264, 1.238, 3.240], [2.343, -0.108, 2.050]],
  "forces_ev_per_a": [[-2.61, 0.03, -1.04], [-0.50, -0.21, -0.86], [0.56, 1.49, 1.34], [-1.67, 1.86, 1.75], [-3.06, 2.62, -0.65], [3.20, -2.27, 1.77], [0.78, 0.68, -0.30], [-1.86, -0.88, -3.08], [-0.95, 1.42, -1.74], [2.71, 0.88, 1.17], [-1.48, 1.10, -0.05], [-2.15, 0.01, -0.85], [1.88, -2.76, 1.44], [-0.39, -0.10, -0.55], [1.67, 0.03, 0.60], [0.04, -0.65, -0.61], [1.20, -1.90, 0.10], [1.17, -0.59, -0.55], [0.51, -0.94, -0.80], [-0.28, -0.27, 0.37], [0.43, -0.68, -0.23], [-1.15, -0.33, 0.67], [2.40, -0.19, 0.10], [0.47, 0.86, 0.94], [-0.92, 0.80, 1.05]],
  "mulliken_charge": [-0.392, -0.782, -0.393, 0.091, -0.546, 0.193, -0.712, -0.803, 0.336, -0.566, -0.602, 0.321, 0.448, -0.235, 0.255, 0.374, 0.310, 0.545, 0.422, 0.379, 0.346, 0.204, 0.272, 0.437, 0.099]
}

(4)
{
  "formula": "C9H11ClSSi",
  "method": "ωB97M-V/def2-TZVPD",
  "homo_energy_ev": [-4.750, -8.516],
  "e_tot_ev": -40742.835,
  "s_squared": 2.05,
  "spin_multiplicity": 3,
  "symbols": ["C", "C", "C", "C", "C", "C", "C", "C", "C", "Si", "S", "Cl", "H", "H", "H", "H", "H", "H", "H", "H", "H", "H", "H"],
  "xyz": [[1.400, 1.912, 0.539], [2.707, 2.334, 0.589], [1.376, 0.535, 0.420], [2.672, -0.038, 0.296], [0.362, -0.642, 0.452], [1.362, -1.804, 0.427], [2.677, -1.434, 0.472], [-3.102, -1.689, -0.277], [-1.770, 1.008, -1.594], [-2.034, -0.146, -0.104], [3.957, 1.123, 0.296], [-2.627, 1.054, 1.516], [0.478, 2.443, 0.663], [2.974, 3.357, 0.470], [-0.003, -0.656, 1.452], [1.016, -2.829, 0.575], [3.481, -2.141, 0.526], [-4.158, -1.503, -0.324], [-2.989, -2.091, -1.307], [-2.954, -2.619, 0.382], [-1.792, 2.070, -1.328], [-0.627, 0.865, -1.658], [-2.406, 0.891, -2.483]],
  "forces_ev_per_a": [[-0.53, -2.15, 0.27], [0.71, 1.22, -0.68], [-2.66, -0.91, -0.78], [2.51, -2.92, 0.84], [0.75, 0.99, 0.61], [-3.60, -0.82, -0.02], [0.67, 2.64, -1.10], [0.30, -1.69, -0.48], [1.37, 0.01, 0.84], [1.99, -0.19, -0.21], [-0.38, 0.58, 0.05], [0.16, -0.49, -0.27], [0.04, 0.75, 0.02], [0.35, 0.62, 0.32], [-0.73, -0.01, 0.98], [0.10, 0.30, -0.10], [0.44, 0.14, -0.05], [-0.70, 0.51, 0.58], [0.59, 0.27, 0.34], [0.08, 1.75, -0.60], [-0.49, -0.15, 0.32], [-1.68, -0.11, -0.98], [0.69, -0.33, 0.10]],
  "mulliken_charge": [-0.345, -0.498, 0.208, 0.178, -0.503, -0.583, -0.447, -1.075, -1.000, 0.712, -0.207, -0.316, 0.402, 0.438, 0.252, 0.397, 0.440, 0.389, 0.317, 0.289, 0.301, 0.269, 0.381]
}

(5)
{
  "formula": "C9H11FN2O",
  "method": "ωB97M-V/def2-TZVPD",
  "homo_energy_ev": -9.012,
  "e_tot_ev": -17251.461,
  "e_above_lowest_kj_mol": 478.9,
  "smiles": "Fc1ncccc1OC[C@@H]1CCN1",
  "spin_multiplicity": 1,
  "symbols": ["F", "C", "N", "C", "C", "C", "C", "O", "C", "C", "C", "C", "N", "H", "H", "H", "H", "H", "H", "H", "H", "H", "H", "H"],
  "xyz": [[1.344, 1.995, 0.375], [2.172, 0.960, 0.255], [3.270, 1.154, -0.429], [4.035, 0.202, -0.742], [3.652, -1.112, -0.240], [2.463, -1.273, 0.317], [1.512, -0.269, 0.460], [0.264, -0.732, 0.922], [-0.799, 0.252, 0.964], [-1.555, 0.427, -0.375], [-2.992, 1.041, -0.305], [-3.459, -0.353, -0.238], [-2.236, -0.891, -0.856], [5.035, 0.442, -1.116], [4.451, -1.699, -0.642], [1.949, -2.238, 0.520], [-1.481, -0.448, 1.498], [-0.609, 1.127, 1.438], [-1.145, 1.031, -1.180], [-3.119, 1.461, 0.626], [-3.000, 1.666, -1.220], [-3.423, -0.275, 1.038], [-4.472, -0.824, -0.674], [-1.857, -1.644, -0.393]],
  "forces_ev_per_a": [[-0.13, 1.84, 0.40], [-3.12, -1.09, -1.30], [-1.65, 3.58, 0.99], [0.63, -3.35, 2.04], [3.93, 2.76, -3.26], [-3.34, -2.82, 0.45], [1.81, -0.39, 0.82], [2.35, 2.70, -1.10], [-2.57, -4.67, -2.02], [-0.45, -0.60, -0.74], [1.93, 0.70, -1.91], [-2.30, -2.17, 2.01], [-0.30, 3.65, -0.16], [-0.47, -0.37, -0.41], [-0.33, -2.01, 0.79], [1.17, 0.15, -0.01], [-0.12, 1.37, 0.41], [0.96, 2.43, 1.54], [1.44, -0.75, 0.12], [-0.80, 2.25, 1.36], [-1.07, -0.23, 0.76], [-0.69, -2.00, -3.07], [2.14, 1.35, 1.23], [0.99, -2.33, 1.09]],
  "mulliken_charge": [-0.254, 0.347, -0.503, -0.254, -0.572, -0.496, 0.874, -0.424, -0.935, 0.336, -0.853, -0.345, -0.565, 0.389, 0.341, 0.320, 0.424, 0.449, 0.345, 0.398, 0.312, 0.108, 0.294, 0.264]
}

(6)
{
  "formula": "C9H11N",
  "method": "ωB97M-V/def2-TZVPD",
  "homo_energy_ev": [-7.884, -6.091],
  "e_tot_ev": -10996.358,
  "e_above_lowest_kj_mol": 371.1,
  "spin_multiplicity": 1,
  "symbols": ["C", "C", "C", "C", "C", "C", "C", "C", "C", "N", "H", "H", "H", "H", "H", "H", "H", "H", "H", "H", "H"],
  "xyz": [[-0.964, 0.427, 1.785], [-0.590, -0.870, 2.091], [-0.488, 0.635, 0.436], [0.103, -0.621, -0.019], [0.434, -0.367, -2.372], [0.743, -0.958, -1.260], [-0.506, 1.889, -0.209], [1.477, -2.300, -1.473], [-0.949, 3.061, 0.517], [0.034, -1.458, 1.047], [-1.538, 1.123, 2.426], [-0.971, -1.449, 2.948], [0.907, -0.578, -3.381], [0.076, 2.147, -1.069], [0.733, -3.094, -1.529], [2.184, -2.590, -0.672], [2.093, -2.240, -2.383], [-1.209, 3.705, -0.249], [-0.104, 3.296, 1.132], [-1.764, 2.746, 1.162], [0.300, -2.503, 1.072]],
  "forces_ev_per_a": [[0.40, -0.95, -0.27], [-1.80, 0.48, 1.58], [0.65, -0.48, -0.84], [-0.30, 1.98, 1.03], [0.92, 0.65, -2.92], [-0.26, -1.47, 0.54], [0.61, -1.88, -0.15], [0.58, 0.20, 0.72], [-0.43, -1.82, 1.08], [0.71, -3.17, 0.36], [0.65, -0.73, -0.55], [0.74, 0.26, -0.54], [-0.83, 0.62, 1.16], [0.27, -0.66, -0.64], [0.09, -0.08, -0.26], [-0.35, 0.41, -0.09], [-0.49, -0.19, 0.21], [-0.64, 2.27, -0.67], [0.39, 1.16, 0.51], [-0.33, 0.70, 0.05], [-0.59, 2.69, -0.31]],
  "mulliken_charge": [-0.733, -0.608, 1.286, -0.364, -0.933, 0.774, -0.153, -1.449, -1.468, -0.042, 0.286, 0.322, 0.283, 0.377, 0.316, 0.334, 0.435, 0.441, 0.309, 0.287, 0.298]
}